--- 1 ---
Entry from the OMol25 dataset: one molecule with the formula C3H6O (ωB97M-V with the def2-TZVPD basis set).

Its HOMO energy is -8.47 eV.

Last column: Mulliken charge in e.
CARTESIAN COORDINATES (ANGSTROEM)
C: 0.180 -0.241 -1.734  -0.681
C: 0.605 0.371 -0.431  -0.224
C: -0.176 0.207 1.749  -0.532
O: 0.050 -0.396 0.480  -0.128
H: 0.995 -0.400 -2.442  0.264
H: -0.447 0.558 -2.158  0.262
H: -0.432 -1.142 -1.595  0.257
H: 0.009 1.278 1.651  0.339
H: 0.444 -0.243 2.526  0.221
H: -1.229 0.008 1.954  0.222

=====

--- 2 ---
Entry from the OMol25 dataset: one molecule with the formula C3H6O (ωB97M-V with the def2-TZVPD basis set).

Its HOMO energy (alpha / beta) is -7.23 / -7.28 eV.

Last column: Mulliken charge in e.
CARTESIAN COORDINATES (ANGSTROEM)
C: -1.097 0.686 0.056  -0.844
C: -0.479 -0.673 -0.272  -0.245
C: 0.759 -0.323 0.350  -0.264
O: 1.761 0.295 -0.197  -0.377
H: -0.532 1.589 -0.184  0.296
H: -1.603 0.684 1.071  0.231
H: -0.997 -1.403 0.203  0.206
H: -0.229 -0.840 -1.310  0.294
H: 0.607 -0.042 1.345  0.407
H: 1.810 0.027 -1.061  0.296

=====

--- 3 ---
Entry from the OMol25 dataset: a 2-piece molecular cluster, C3H6O overall (ωB97M-V with the def2-TZVPD basis set).

Its SMILES is C=C.C=O. Its HOMO energy is -10.10 eV.

Last column: Mulliken charge in e.
CARTESIAN COORDINATES (ANGSTROEM)
C: -0.302 -1.120 -1.145  -0.476
C: -1.312 -0.280 -0.913  -0.480
H: -0.478 -2.192 -1.288  0.218
H: 0.732 -0.761 -1.198  0.264
H: -2.346 -0.638 -0.859  0.217
H: -1.136 0.793 -0.769  0.265
O: 1.440 1.605 0.503  -0.395
C: 1.208 1.045 1.552  -0.084
H: 0.502 0.183 1.612  0.214
H: 1.692 1.365 2.506  0.256

=====

--- 4 ---
Entry from the OMol25 dataset: one molecule with the formula C3H6O (ωB97M-V with the def2-TZVPD basis set).

Its SMILES is C=CCO. Its HOMO energy is -10.06 eV.

Last column: Mulliken charge in e.
CARTESIAN COORDINATES (ANGSTROEM)
C: -0.112 -0.170 1.069  -0.306
C: -0.873 -0.230 -0.382  -0.027
C: -0.295 0.040 -1.564  -0.704
H: 1.377 0.060 -0.055  0.289
H: -0.201 -1.076 1.640  0.271
H: -0.789 0.537 1.557  0.256
H: -1.955 -0.388 -0.247  0.292
H: -0.846 0.011 -2.520  0.241
H: 0.750 0.366 -1.516  0.147
O: 1.167 0.331 0.801  -0.459

=====

Relative energies, kcal/mol: 1 30.7; 2 50.3; 3 2.4; 4 0.0.

=====

--- 1 ---
Entry from the OMol25 dataset: a 2-piece molecular cluster, C3H6O overall (ωB97M-V with the def2-TZVPD basis set).

Its HOMO energy is -9.05 eV.

Last column: Mulliken charge in e.
CARTESIAN COORDINATES (ANGSTROEM)
C: 1.872 0.262 -0.303  -0.627
C: -0.486 0.562 0.473  -0.788
C: -1.087 -0.669 -0.151  0.201
O: -0.513 -1.490 -0.822  -0.430
H: 1.875 -0.775 0.092  0.195
H: 0.634 0.795 0.339  0.286
H: 1.514 0.110 -1.342  0.196
H: -0.637 0.534 1.559  0.320
H: -1.001 1.453 0.094  0.319
H: -2.172 -0.780 0.063  0.330

=====

--- 2 ---
Entry from the OMol25 dataset: C3H6O as an isolated structure (ωB97M-V with the def2-TZVPD basis set).

Its HOMO energy is -9.19 eV.

Last column: Mulliken charge in e.
CARTESIAN COORDINATES (ANGSTROEM)
C: -0.846 -0.845 -0.057  -1.194
C: 0.426 -0.304 0.554  -0.065
C: 0.851 0.917 0.141  -0.344
O: 0.180 1.714 -0.836  -0.499
H: -1.303 -1.617 0.563  0.333
H: -1.511 0.026 -0.193  0.361
H: -0.657 -1.331 -1.029  0.327
H: 0.802 -0.707 1.485  0.329
H: 1.741 1.432 0.450  0.406
H: 0.319 0.715 -1.078  0.347

=====

--- 3 ---
Entry from the OMol25 dataset: one molecule with the formula C3H6O (ωB97M-V with the def2-TZVPD basis set).

Its SMILES is C[C@H]1CO1. Its HOMO energy is -10.12 eV.

Last column: Mulliken charge in e.
CARTESIAN COORDINATES (ANGSTROEM)
C: -1.264 0.239 0.156  -1.074
C: 0.060 -0.415 -0.070  0.159
C: 1.410 0.142 -0.071  -0.254
O: 0.951 -0.694 0.990  -0.429
H: -2.034 -0.524 0.305  0.274
H: -1.447 0.635 -0.848  0.278
H: -1.335 0.950 0.989  0.334
H: -0.102 -1.146 -0.867  0.263
H: 2.120 -0.373 -0.720  0.222
H: 1.640 1.187 0.136  0.227

=====

Relative energies, kcal/mol: 1 81.6; 2 27.6; 3 0.0.

=====

--- 1 ---
Entry from the OMol25 dataset: C3H6O as an isolated structure (ωB97M-V with the def2-TZVPD basis set).

Its HOMO energy is -9.63 eV.

Last column: Mulliken charge in e.
CARTESIAN COORDINATES (ANGSTROEM)
C: 0.358 -0.520 0.534  -0.465
C: -0.694 -0.562 -0.590  -0.269
O: -0.159 0.647 -1.162  -0.400
C: 0.481 0.963 0.090  -0.283
H: 1.179 -1.226 0.350  0.222
H: 0.007 -0.629 1.560  0.247
H: -0.695 -1.414 -1.286  0.263
H: -1.721 -0.401 -0.231  0.215
H: 1.388 1.556 -0.017  0.277
H: -0.144 1.586 0.753  0.194

=====

--- 2 ---
Entry from the OMol25 dataset: a 2-piece molecular cluster, C3H6O overall (ωB97M-V with the def2-TZVPD basis set).

Its HOMO energy is -8.08 eV.

Last column: Mulliken charge in e.
CARTESIAN COORDINATES (ANGSTROEM)
O: 1.381 0.292 1.328  -0.605
C: 0.799 -0.764 0.778  -0.550
C: 0.044 -0.584 -0.374  0.235
C: -0.471 0.738 -0.764  -1.004
H: -0.561 0.272 1.744  0.357
H: -0.426 -1.403 -1.024  0.257
H: 0.989 -1.699 1.326  0.365
H: -1.630 0.880 -0.530  0.297
H: -0.421 0.795 -1.960  0.294
H: 0.296 1.474 -0.526  0.354

=====

--- 3 ---
Entry from the OMol25 dataset: one molecule with the formula C3H6O (ωB97M-V with the def2-TZVPD basis set).

Its SMILES is C=COC. Its HOMO energy is -8.71 eV.

Last column: Mulliken charge in e.
CARTESIAN COORDINATES (ANGSTROEM)
C: 0.771 -0.765 -1.254  -0.572
C: -0.210 0.251 0.634  0.213
C: -1.107 0.998 1.300  -0.769
H: 1.198 -0.140 -2.042  0.203
H: 1.549 -1.007 -0.531  0.330
H: 0.388 -1.703 -1.678  0.200
H: 0.665 -0.152 1.131  0.211
H: -0.974 1.175 2.360  0.245
H: -1.965 1.396 0.765  0.254
O: -0.314 -0.055 -0.684  -0.317

=====

Relative energies, kcal/mol: 1 4.5; 2 137.8; 3 0.0.

=====

--- 1 ---
Entry from the OMol25 dataset: an isolated ion of composition C3H5N4 and charge +1 (ωB97M-V with the def2-TZVPD basis set).

Its SMILES is C=C(/N=N/C)[N+]#N. Its HOMO energy (alpha / beta) is -14.90 / -14.90 eV. The total charge is +1.

Last column: Mulliken charge in e.
CARTESIAN COORDINATES (ANGSTROEM)
C: 1.714 -0.244 0.151  0.621
C: 2.390 -1.324 0.289  -0.530
C: -1.602 1.104 -0.005  -0.621
N: 2.308 0.979 -0.278  0.369
N: 0.373 -0.145 0.257  -0.072
N: 1.790 1.974 -0.452  -0.185
N: -0.220 0.878 0.034  -0.089
H: 2.020 -2.278 0.576  0.327
H: 3.494 -1.283 0.069  0.286
H: -1.891 0.984 1.126  0.311
H: -2.074 0.096 -0.479  0.302
H: -1.827 2.177 -0.406  0.281

=====

--- 2 ---
Entry from the OMol25 dataset: a 2-piece molecular cluster, C3H5N4 overall (ωB97M-V with the def2-TZVPD basis set).

Its HOMO energy (alpha / beta) is -13.51 / -13.52 eV. The total charge is +1.

Last column: Mulliken charge in e.
CARTESIAN COORDINATES (ANGSTROEM)
C: -2.591 -0.223 0.602  0.316
C: -2.369 0.565 -0.401  0.459
C: -0.079 -0.483 -0.100  0.252
N: -2.480 -1.001 1.458  -0.473
N: -2.550 1.374 -1.273  -0.327
N: 0.589 0.119 -1.015  -0.255
N: 0.000 -1.325 0.827  -0.315
H: -2.099 1.849 -2.028  0.288
H: 0.125 0.771 -1.675  0.168
H: 1.619 0.107 -1.099  0.260
H: -1.017 -1.684 1.267  0.344
H: 0.694 -1.654 1.528  0.283

=====

Relative energies, kcal/mol: 1 0.0; 2 2.0.

=====

--- 1 ---
Entry from the OMol25 dataset: a 2-piece molecular cluster, C4H10O overall (ωB97M-V with the def2-TZVPD basis set).

Its HOMO energy (alpha / beta) is 1.25 / -4.45 eV. Its spin multiplicity is 2. The total charge is -1.

Last column: Mulliken spin population.
CARTESIAN COORDINATES (ANGSTROEM)
C: 0.060 -1.792 -0.796  0.527
C: 0.214 -0.297 -0.867  0.452
C: -0.742 0.520 -0.291  0.603
C: -0.658 2.007 -0.159  0.425
H: 1.043 -2.301 -0.790  -0.076
H: -0.447 -2.167 0.104  -0.149
H: -0.300 -2.290 -1.707  -0.148
H: 1.236 0.012 -1.029  -0.039
H: -1.644 -0.004 0.006  -0.259
H: 0.085 2.314 0.578  -0.036
H: -0.302 2.473 -1.087  -0.321
H: -1.634 2.443 0.072  -0.130
H: 0.651 -0.438 2.648  -0.195
H: 1.066 0.062 1.303  0.078
O: 1.371 -0.543 2.017  0.267

=====

--- 2 ---
Entry from the OMol25 dataset: a 2-piece molecular cluster, C4H10O overall (ωB97M-V with the def2-TZVPD basis set).

Its HOMO energy (alpha / beta) is 1.13 / -5.78 eV. Its spin multiplicity is 2. The total charge is -1.

Last column: Mulliken spin population.
CARTESIAN COORDINATES (ANGSTROEM)
C: 0.201 -1.372 -0.045  0.957
C: -0.396 -0.183 -0.717  -0.694
C: -1.675 0.159 -0.723  0.066
C: 0.621 0.709 -1.399  0.933
H: 0.563 -1.188 0.965  -0.110
H: -0.453 -2.242 -0.022  -0.017
H: 1.108 -1.668 -0.588  0.012
H: -1.969 0.922 -1.429  0.035
H: -2.427 -0.517 -0.343  -0.193
H: 0.197 1.682 -1.634  0.001
H: 1.495 0.832 -0.747  -0.127
H: 1.024 0.148 -2.247  -0.258
H: 1.068 0.421 3.169  -0.281
H: -0.060 0.686 2.222  -0.197
O: 0.911 0.560 2.214  0.874

=====

Relative energies, kcal/mol: 1 10.5; 2 0.0.

=====

--- 1 ---
Entry from the OMol25 dataset: a 2-piece molecular cluster, C2H7O2PS overall (ωB97M-V with the def2-TZVPD basis set).

Its HOMO energy is -9.20 eV.

Last column: Mulliken charge in e.
CARTESIAN COORDINATES (ANGSTROEM)
C: 0.664 -1.993 0.239  -0.587
C: 0.337 2.044 0.277  -0.629
O: -0.695 -1.532 0.174  -0.207
O: -0.380 0.898 0.578  -0.217
P: -1.172 -0.128 -0.396  0.272
S: -3.075 0.003 -0.227  -0.340
H: 0.969 -2.384 -0.770  0.283
H: 0.597 -2.823 0.849  0.279
H: 1.240 -1.271 0.781  0.261
H: -0.331 2.875 0.330  0.291
H: 0.805 2.067 -0.716  0.297
H: 1.000 2.204 1.114  0.236
H: 0.041 0.041 -2.232  0.060

=====

--- 2 ---
Entry from the OMol25 dataset: a 2-piece molecular cluster, C2H7O2PS overall (ωB97M-V with the def2-TZVPD basis set).

Its HOMO energy is -8.99 eV.

Last column: Mulliken charge in e.
CARTESIAN COORDINATES (ANGSTROEM)
C: 3.147 0.175 -0.615  -0.574
C: -2.560 0.225 0.931  -0.862
O: -0.380 -0.929 0.516  -0.497
O: -1.282 0.690 -1.207  -0.426
P: 2.133 -0.247 0.667  0.056
S: -1.532 -0.634 -0.293  0.528
H: -0.791 0.352 -1.954  0.322
H: 3.738 -0.455 -1.286  0.253
H: 3.201 1.172 -1.007  0.265
H: -2.192 1.287 0.978  0.262
H: -3.564 0.186 0.579  0.348
H: -2.428 -0.241 1.881  0.323
H: 2.511 -1.580 0.809  0.000

=====

Relative energies, kcal/mol: 1 0.0; 2 19.9.